Here is C4H2FeO2 as an isolated structure from OMol25. Energies are from the ωB97M-V functional and the def2-TZVPD basis.

Last column: Löwdin spin population.
Positions of all 9 atoms, in Å:
C  -0.453806  -0.955766  0.725229  0.16
C  1.264609  1.307984  -1.357616  0.37
C  0.580888  1.320731  -0.112932  0.19
O  -1.681720  -1.213855  0.732355  0.27
H  0.293577  -1.761432  0.843412  0.01
C  0.079913  0.286055  0.460556  0.55
H  1.714976  2.064266  -0.128604  0.10
O  1.077859  1.451695  -2.492793  0.26
Fe  -2.876296  -2.499679  1.330393  3.08

Atoms 1-6, force components in eV/Å:
C 1.6 0.0 -0.2
C -2.1 -0.9 -0.6
C 3.2 1.4 -1.3
O -0.5 0.1 0.1
H -0.4 0.1 0.2
C -0.6 -0.4 0.7

Values from the calculation:
Multiplicity: 6
DFT total energy in hartree: -1567.23518
HOMO (spin up / spin down) in Eh: -0.44642 / -0.47028
Frontier orbital gap (spin up / spin down) in eV: 6.64 / 6.34
ΔE to the lowest compared entry with this formula, charge and spin in kJ/mol: 302.3
Net charge: +1
F_max in eV Å⁻¹: 3.7
E_LUMO (spin up / spin down) in eV: -5.506 / -6.461

Here is one molecule with the formula C5H4N2 from OMol25. Energies are from the ωB97M-V functional and the def2-TZVPD basis.

Last column: natural (NBO) charge in e.
Positions of all 11 atoms, in Å:
H  2.084618  0.539994  -0.037785  0.41
H  -1.336799  -1.548745  2.517157  0.19
H  -1.243528  0.042002  1.613924  0.14
C  0.249705  -0.289341  0.139454  0.36
H  -0.680879  1.609404  -0.614700  0.26
N  1.122879  0.728009  0.210583  -0.53
C  0.041187  0.815993  -0.801217  -0.23
C  0.296348  0.456588  -2.169411  0.23
N  0.518895  0.101019  -3.245827  -0.26
C  -0.092179  -1.438664  0.726440  -0.20
C  -0.960246  -1.016259  1.661383  -0.38

Atoms 1-6, force components in eV/Å:
H 0.3 0.3 -0.1
H -0.2 -0.6 -0.1
H -0.4 -0.2 0.8
C 0.6 0.0 -0.4
H 0.1 -0.2 -0.1
N 0.2 -0.3 -0.2

Values from the calculation:
DFT total energy in hartree: -302.22670
HOMO (spin up / spin down) in Eh: -0.33374 / -0.33373
Frontier orbital gap (spin up / spin down) in eV: 9.02 / 9.02
ΔE to the lowest compared entry with this formula, charge and spin in kJ/mol: 529.3
F_max in eV Å⁻¹: 1.3
E_LUMO (spin up / spin down) in eV: -0.062 / -0.062

Here is C21H25BNO2 as an isolated structure from OMol25. Energies are from the ωB97M-V functional and the def2-TZVPD basis.

Last column: natural (NBO) charge in e.
Positions of all 50 atoms, in Å:
C  1.035758  5.616783  0.833967  -0.63
C  1.246449  4.149812  0.929886  -0.02
C  0.764524  3.483248  2.058960  -0.20
H  -4.267957  -0.438123  -3.232844  0.20
C  -1.361116  -0.248161  -2.893138  -0.31
C  -0.311318  -0.781905  2.574223  -0.23
H  -2.924102  -3.385578  4.226543  0.18
C  1.512429  -2.322951  2.216209  -0.18
C  -3.979391  0.212034  -4.066002  -0.27
H  -4.784876  0.251697  -4.799426  0.23
O  -0.936608  -4.028776  4.220007  -0.49
C  -0.985731  -1.743937  3.321285  -0.26
H  2.216823  3.994054  -1.000501  0.22
H  -0.869863  0.086821  2.213099  0.21
H  0.462809  5.895014  1.715219  0.22
C  -0.397020  -3.025492  3.481868  0.30
H  1.986696  6.152620  0.849714  0.23
C  -2.144084  -3.711132  4.929744  -0.26
H  3.025414  -0.535740  -3.618803  -0.04
H  -0.904313  -1.316889  -6.119427  0.27
C  1.656472  1.439568  1.211031  -0.04
C  2.044988  2.085880  0.012792  -0.16
H  1.202479  -4.343964  2.980135  0.23
H  1.187036  -0.282954  0.356530  0.18
H  -2.415344  -4.646959  5.416748  0.21
C  0.840783  -3.323383  2.874537  -0.26
H  1.355459  -1.750621  -5.202354  0.25
C  -0.690363  -1.090000  -5.098892  -0.25
C  -0.077123  -0.495207  -2.449198  0.12
H  2.417814  1.477437  -0.832302  0.18
C  1.880342  3.452102  -0.107476  -0.23
B  2.250081  -1.392726  -3.305018  0.62
C  1.720857  -0.053583  1.248988  -0.42
O  -2.885101  -0.338959  -4.829509  -0.44
H  -2.102910  0.178662  -2.199538  0.27
H  -1.954806  -1.528554  3.779910  0.22
H  2.407427  -2.527546  -3.016698  -0.04
H  2.390778  -2.590919  1.631882  0.21
H  2.757276  -0.374027  1.089212  0.22
H  0.183738  4.062830  2.788324  0.22
H  0.675226  1.578788  3.105932  0.23
H  -1.954834  -2.916557  5.666822  0.18
N  0.841623  -1.013895  -3.331664  -0.57
C  0.549121  -1.323394  -4.622274  0.07
C  -1.680684  -0.545198  -4.247504  0.43
H  0.484438  5.897978  -0.065910  0.22
C  1.019568  -1.001653  2.177521  -0.05
H  -3.759940  1.221303  -3.700806  0.20
H  0.254534  -0.291284  -1.405409  0.26
C  1.016541  2.133432  2.233606  -0.21

Atoms 1-6, force components in eV/Å:
C -0.1 0.3 0.1
C -0.1 -0.3 -0.1
C 0.2 0.5 -0.1
H 0.2 0.0 -0.2
C -0.3 0.0 -0.3
C 0.6 -0.3 0.1

Values from the calculation:
DFT total energy in hartree: -1044.98516
HOMO in Eh: -0.37245
Frontier orbital gap in eV: 6.09
Net charge: +1
F_max in eV Å⁻¹: 1.8
E_LUMO in eV: -4.041

Here is a 5-piece molecular cluster, C27H27N5O9 overall from OMol25. Energies are from the ωB97M-V functional and the def2-TZVPD basis.

Last column: natural (NBO) charge in e.
Positions of all 68 atoms, in Å:
C  2.552261  -5.834441  -4.421767  -0.21
C  3.541688  -5.713540  -5.561335  -0.20
C  -0.737359  1.076838  -7.109389  -0.39
O  -4.384470  2.597069  5.834880  -0.40
O  5.356238  -3.562375  -1.253783  -0.32
N  4.640735  -4.501450  -1.425709  0.48
C  -2.575007  -0.414811  2.060113  -0.21
C  -1.448275  4.947973  6.245433  -0.16
C  4.381613  -5.042437  -2.692846  0.04
H  2.280283  -5.665685  -2.141380  0.25
H  1.369254  -0.379350  -5.848103  0.21
H  -0.409150  2.911782  6.330586  0.25
N  -0.521983  0.638795  -5.711174  -0.41
H  1.540209  -3.382808  -1.913604  0.19
H  -2.256946  -2.114923  3.211099  0.20
C  -3.200908  1.715197  3.224199  -0.12
N  -2.870128  7.143212  5.752164  0.46
H  1.490602  1.390696  -5.419981  0.21
H  -0.280798  2.876764  3.527559  0.23
H  -1.579251  5.057233  7.355945  0.25
C  -2.943182  -0.498188  4.597988  -0.15
C  -2.891333  1.078405  1.898906  -0.15
H  -2.254433  -0.791490  1.031735  0.22
C  1.220954  -2.723281  -1.297687  -0.19
C  0.926874  0.479561  -5.221592  -0.43
O  -2.815406  1.339523  6.824080  -0.33
H  0.603276  -1.471679  -2.767657  0.21
C  2.980560  -5.592705  -3.002770  -0.20
C  -2.022743  6.069603  5.292961  0.03
O  -3.209399  8.111095  5.016978  -0.37
H  6.336500  -4.347388  -3.688461  0.24
C  -2.478222  -1.147528  3.218963  -0.21
C  0.729242  -0.471540  0.683329  0.01
H  3.271988  -5.851685  -6.539345  0.22
O  -1.639226  0.095329  -3.701792  -0.68
C  -1.720148  5.975004  3.803696  -0.12
H  1.337948  -6.226024  -4.604557  0.25
H  -2.512311  0.332858  -5.670199  0.13
H  0.957902  -1.844277  2.226303  0.25
O  -0.204900  1.710683  1.167467  -0.38
C  -1.091336  4.712495  3.298794  -0.24
C  -1.610623  0.417129  -4.999504  0.51
H  -3.446777  2.635324  3.272783  0.20
C  -3.160099  0.915141  4.566072  0.02
C  1.051945  -1.867143  1.111918  -0.21
H  -0.690115  2.051547  -7.290178  0.20
H  1.105013  0.445331  -4.122834  0.25
N  -3.452701  1.631026  5.804917  0.47
C  0.724086  -1.405498  -1.760519  -0.16
O  -2.837220  7.271256  7.010862  -0.37
C  5.417713  -4.834715  -3.808652  -0.16
N  0.423181  0.717929  1.676564  0.52
H  5.601539  -4.852569  -6.239119  0.24
H  -0.147651  0.498517  -7.866091  0.20
H  -1.688694  0.869696  -7.338199  0.20
H  -1.075080  4.497616  2.270738  0.22
C  0.511630  -0.217629  -0.723219  -0.21
H  -2.958978  1.324322  0.968104  0.20
H  0.371138  0.905148  -1.062803  0.26
C  4.865023  -5.154977  -5.213446  -0.21
O  4.019527  -5.056422  -0.464536  -0.42
H  -3.042808  -1.284353  5.375660  0.25
H  -1.940038  6.778513  3.287701  0.21
H  1.626897  -3.872034  0.343931  0.22
C  -0.618394  3.697908  4.099591  -0.18
C  -0.756507  3.727089  5.624829  -0.23
C  1.377734  -2.924683  0.076639  -0.18
O  0.859047  0.404024  2.788745  -0.33

Atoms 1-6, force components in eV/Å:
C 0.3 -0.8 0.8
C 1.2 2.1 7.2
C 3.0 -4.2 0.9
O 3.9 -4.1 -0.9
O 1.0 0.8 -0.6
N -2.0 -1.7 4.0

Values from the calculation:
DFT total energy in hartree: -1995.05718
HOMO in Eh: -0.33617
Frontier orbital gap in eV: 7.66
ΔE to the lowest compared entry with this formula, charge and spin in kJ/mol: 42.5
F_max in eV Å⁻¹: 13.0
E_LUMO in eV: -1.493

Here is a 10-piece molecular cluster, H20O10 overall from OMol25. Energies are from the ωB97M-V functional and the def2-TZVPD basis.

Last column: natural (NBO) charge in e.
Positions of all 30 atoms, in Å:
H  -3.191098  1.581128  2.671013  0.46
H  2.422105  0.972507  -1.544492  0.46
H  0.067757  -2.056669  -2.913071  0.49
H  -0.433578  0.091682  -1.377124  0.48
H  -1.061441  -0.115630  -3.082162  0.47
H  0.223865  -3.055884  0.161410  0.46
H  1.552012  -2.576541  2.661391  0.46
O  -0.933349  0.574848  -0.709464  -0.95
O  2.292969  0.847800  3.066388  -0.93
O  -0.710417  0.243773  -3.904719  -0.95
H  -3.109409  -1.476564  0.353371  0.48
O  -3.401111  -1.263831  1.247041  -0.94
H  3.285006  1.597522  -0.460611  0.46
O  0.379038  -1.254231  -2.479265  -0.97
H  0.425795  -2.780585  -1.319629  0.47
H  -2.584371  -1.068340  1.720019  0.46
H  -4.353755  1.341108  1.721981  0.48
H  2.549534  0.925411  2.140569  0.46
O  3.303611  1.328618  -1.385994  -0.92
H  0.329799  3.176944  -0.346808  0.47
H  0.372548  4.688683  -0.498003  0.47
H  -0.625836  0.205969  0.126212  0.46
H  1.577200  1.485619  3.165642  0.47
O  -3.632911  1.955511  1.900540  -0.94
O  -0.037048  -3.368591  -0.712162  -0.95
O  0.775334  3.879733  -0.833197  -0.94
H  1.698029  -3.248528  4.016807  0.47
O  2.210314  -2.819684  3.322079  -0.92
H  -0.525002  1.166563  -3.697185  0.47
H  1.134409  -0.978342  -3.010575  0.50

Atoms 1-6, force components in eV/Å:
H -0.1 0.1 -0.1
H 0.1 0.2 0.0
H -0.2 0.1 -0.3
H 0.2 -0.2 0.1
H -0.1 0.2 -0.5
H 0.0 -0.2 -0.1

Values from the calculation:
DFT total energy in hartree: -764.33202
HOMO in Eh: -0.41456
Frontier orbital gap in eV: 10.62
ΔE to the lowest compared entry with this formula, charge and spin in kJ/mol: 393.6
F_max in eV Å⁻¹: 2.1
E_LUMO in eV: -0.660